(1)
Molecular formula: C3H10N3O
Method: DFT, wB97M-V/def2-TZVPD

The geometry in ORCA input format:
```
! RIJCOSX wB97M-V def2-TZVPD def2/J DEFGRID3
* xyz -1 1
N 2.4211 1.8195 1.7462
C 1.0219 1.2599 1.7536
O 0.8736 0.0847 1.1366
H 2.9513 1.1312 2.2722
H 2.7779 1.7892 0.8007
H 0.7607 1.1717 2.8355
H 0.4202 2.0950 1.3208
C -1.3954 -0.2078 -1.1568
C -0.8945 -1.4377 -1.2416
N 0.1974 -1.9988 -0.5621
N -2.5068 0.1968 -1.9828
H -1.0404 0.5146 -0.4328
H -1.3456 -2.0679 -2.0122
H -0.0130 -2.9059 -0.1823
H 0.5955 -1.3632 0.1677
H -2.2235 0.7628 -2.7690
H -3.2172 0.6732 -1.4511
*
```

Summary:
Energy above the lowest of the compared OMol25 structures with the same formula, charge and spin = 32.3 kcal per mole
LUMO energy = 4.12 eV
HOMO level = -3.02 eV
HOMO-LUMO gap = 7.141 eV
Energy = -359.79111 hartree

---

(2)
Molecular formula: C3H10N3O
Method: DFT, wB97M-V/def2-TZVPD

The geometry in ORCA input format:
```
! RIJCOSX wB97M-V def2-TZVPD def2/J DEFGRID3
* xyz 1 1
C 0.3226 0.3446 0.1382
C 1.7918 0.0190 -0.1655
C 2.7316 1.2474 -0.0865
N -0.2409 -1.9251 -0.1164
N -0.4903 -0.6465 0.1169
N -3.0794 0.2149 0.2051
O 2.2122 -1.1419 -0.3495
H -0.1139 1.3824 0.1550
H 3.5087 1.2155 -0.8858
H 3.3823 1.3540 0.7237
H 2.2896 2.2017 -0.2970
H -1.1079 -2.5569 -0.0818
H 0.6465 -2.2686 -0.1495
H -1.5543 -0.2391 0.1103
H -3.5528 -0.4096 -0.5512
H -3.3590 1.2512 0.0390
H -3.3868 -0.0432 1.1951
*
```

Summary:
Energy above the lowest of the compared OMol25 structures with the same formula, charge and spin = 86.5 kcal per mole
LUMO energy = -4.73 eV
HOMO level = -14.35 eV
HOMO-LUMO gap = 9.620 eV
Energy = -359.50198 hartree